Record 1
The following is a quantum chemistry calculation of a structure of composition C16H34Cl8N3O4Pd, from OMol25.

Each line ends with the Mulliken charge.
Element x y z (Å)
Pd  15.73  -16.40  -24.78  0.9072
C  11.91  -15.99  -22.71  -0.7029
C  13.34  -16.15  -22.21  0.8771
O  14.23  -16.66  -23.20  -0.4079
H  11.33  -16.90  -22.58  -0.0724
H  11.90  -15.52  -23.69  0.4109
H  11.38  -15.21  -22.16  0.1481
H  13.19  -16.79  -21.34  -0.3254
H  13.68  -15.25  -21.69  -0.0243
Cl  11.87  -12.75  -18.06  -0.1200
C  12.01  -14.36  -17.52  -0.5570
C  11.65  -15.30  -18.70  0.4907
Cl  9.88  -15.29  -19.05  -0.1374
H  11.41  -14.59  -16.64  0.4963
H  13.00  -14.51  -17.07  0.2594
H  11.96  -16.31  -18.42  0.0742
H  12.10  -14.99  -19.64  -0.4820
Cl  16.05  -14.01  -19.71  -0.2322
C  14.87  -12.70  -19.84  -0.0488
C  15.26  -11.69  -18.71  -0.6090
Cl  14.37  -10.10  -18.93  -0.1705
H  13.88  -13.14  -19.79  -0.0638
H  15.08  -12.20  -20.78  0.3607
H  16.32  -11.48  -18.57  0.4241
H  14.97  -12.08  -17.73  0.2895
C  10.72  -19.05  -20.62  1.0289
O  10.51  -19.13  -19.41  -0.6784
N  10.21  -19.85  -21.58  0.1272
C  10.32  -19.62  -23.04  -0.9468
C  9.36  -20.90  -21.24  -1.1233
H  11.45  -18.32  -21.02  -0.3317
H  10.59  -20.59  -23.46  0.3990
H  11.05  -18.87  -23.36  0.2226
H  9.38  -19.40  -23.53  0.3719
H  9.36  -20.94  -20.15  0.3357
H  8.31  -20.64  -21.33  0.3898
H  9.54  -21.88  -21.70  0.3249
C  16.21  -19.85  -18.63  0.1133
O  17.32  -20.39  -18.37  -0.3264
N  15.44  -19.16  -17.72  0.3368
C  14.41  -18.24  -18.10  -1.3336
C  15.83  -19.10  -16.30  -0.8397
H  15.66  -19.89  -19.58  0.4221
H  14.15  -17.48  -17.37  0.4382
H  13.49  -18.76  -18.36  0.6148
H  14.62  -17.75  -19.05  0.4198
H  14.92  -19.14  -15.71  0.3988
H  16.58  -19.76  -15.87  0.3362
H  16.20  -18.10  -16.05  0.4065
C  10.46  -19.39  -26.65  0.1041
O  9.29  -19.80  -26.58  -0.5562
N  10.88  -18.10  -26.48  0.2782
C  12.12  -17.72  -27.08  -0.8767
C  10.02  -16.98  -25.93  -0.6342
H  11.32  -20.03  -26.88  0.2829
H  12.77  -18.44  -27.57  0.3917
H  12.79  -17.37  -26.29  0.0953
H  11.98  -16.81  -27.67  0.3509
H  9.92  -16.17  -26.65  0.4654
H  9.03  -17.27  -25.58  0.3510
H  10.42  -16.52  -25.03  -0.1419
C  9.30  -12.39  -23.18  0.2575
Cl  9.74  -13.67  -24.37  -0.0567
Cl  7.99  -11.37  -23.81  -0.0641
Cl  8.80  -13.08  -21.60  -0.0411
Cl  10.68  -11.24  -22.92  -0.0974

Values from the calculation:
charge	+2
orbital gap (spin up / spin down)	0.213 / 0.107	hartree
total energy	-4903.7798	Ha
spin multiplicity	4
HOMO energy (spin up / spin down)	-0.5005 / -0.4999	Ha
expectation value of S²	3.791

***

Record 2
The following is a quantum chemistry calculation of a cluster of 4 separate species, C16H34ClF9N3O3P in total, from OMol25.

Each line ends with the Mulliken charge.
Element x y z (Å)
F  0.29  4.22  -2.15  -0.1918
C  1.02  5.23  -2.52  0.5726
F  1.26  6.01  -1.51  -0.2582
F  2.18  4.76  -2.92  -0.2676
C  0.42  6.02  -3.71  0.7871
F  0.54  5.27  -4.78  -0.2570
F  1.26  7.03  -3.91  -0.2914
C  -1.01  6.64  -3.55  0.4338
F  -0.85  7.93  -3.28  -0.3072
F  -1.63  6.60  -4.71  -0.2554
C  -1.97  6.07  -2.48  0.6061
F  -3.02  6.94  -2.48  -0.2935
F  -1.48  6.16  -1.27  -0.2410
P  -2.76  4.36  -2.74  -0.0215
Cl  -2.03  3.51  -4.47  -0.1687
H  -4.10  4.69  -3.06  0.0920
C  -0.98  -2.31  -1.62  -0.3356
O  -2.28  -1.97  -1.18  -0.4230
C  -2.33  -0.95  -0.20  -0.2355
C  -2.25  0.48  -0.78  0.1079
C  -0.84  0.88  -1.20  -0.6940
N  -3.15  0.67  -1.92  -0.5583
H  -0.24  -2.23  -0.82  -0.0578
H  -0.68  -1.68  -2.46  0.3003
H  -1.00  -3.35  -1.97  0.2623
H  -3.30  -1.06  0.28  0.3399
H  -1.57  -1.11  0.57  0.1586
H  -2.56  1.16  0.02  0.3426
H  -0.54  0.43  -2.14  0.3244
H  -0.78  1.96  -1.34  -0.0150
H  -0.10  0.61  -0.44  0.0281
H  -4.10  0.49  -1.61  0.2794
H  -2.97  -0.08  -2.58  0.2672
C  0.00  -3.71  1.67  -0.2298
O  -1.19  -3.13  2.19  -0.3159
C  -2.31  -3.99  2.20  -0.6771
C  -2.38  -4.95  3.40  0.2572
C  -1.43  -6.14  3.28  -1.4363
N  -2.12  -4.26  4.67  -0.7528
H  -0.22  -4.42  0.86  0.3386
H  0.56  -4.20  2.47  0.2089
H  0.62  -2.91  1.28  -0.2228
H  -3.18  -3.32  2.26  0.3380
H  -2.40  -4.52  1.25  0.4246
H  -3.39  -5.35  3.43  0.4465
H  -0.39  -5.86  3.48  0.2895
H  -1.70  -6.91  3.99  0.3590
H  -1.47  -6.58  2.28  0.3419
H  -2.82  -3.54  4.79  0.2876
H  -1.25  -3.75  4.56  0.3331
C  3.12  -0.80  3.07  -0.8273
O  2.74  -1.26  1.78  -0.2690
C  2.83  -0.29  0.75  -0.4197
C  4.23  -0.10  0.16  0.1998
C  5.16  0.71  1.05  -1.4444
N  4.87  -1.38  -0.15  -0.7331
H  2.84  0.25  3.22  0.3549
H  4.19  -0.93  3.23  0.2544
H  2.60  -1.41  3.80  0.2723
H  2.17  -0.66  -0.05  0.1049
H  2.40  0.66  1.09  0.4384
H  4.11  0.46  -0.77  0.4424
H  5.54  0.13  1.90  0.2866
H  6.03  1.04  0.48  0.3669
H  4.66  1.60  1.44  0.3405
H  4.30  -1.88  -0.83  0.2827
H  4.82  -1.96  0.68  0.3299

Values from the calculation:
charge	0
orbital gap	0.350	hartree
SMILES	FC(F)(F)C(F)(F)C(F)(F)C(F)(F)PCl.COC[C@@H](C)N.COC[C@@H](C)N.COC[C@@H](C)N
total energy	-2720.2910	Ha
HOMO energy	-0.3390	Ha

***

Record 3
The following is a quantum chemistry calculation of a cluster of 3 separate species, C16H34F2NO9PS2 in total, from OMol25.

Each line ends with the Mulliken charge.
Element x y z (Å)
C  1.12  -1.16  -0.34  -0.5437
C  0.99  -0.42  1.00  -0.5197
C  -0.31  0.32  1.12  0.6189
F  -1.32  -0.51  0.62  -0.4830
C  -0.31  1.70  0.46  -0.1610
C  -1.58  2.01  -0.29  -1.4175
O  -1.76  1.14  -1.39  -0.1290
C  -3.05  0.56  -1.43  -0.8111
O  0.78  1.78  -0.45  0.0209
C  1.31  3.05  -0.68  0.2721
C  2.13  2.97  -2.00  -1.2116
N  1.97  1.65  -2.57  0.0991
F  3.22  1.00  -2.59  -0.2772
P  2.29  3.74  0.72  0.8080
O  1.75  5.02  1.12  -0.7253
O  2.23  2.66  1.89  -0.4572
O  3.84  3.83  0.34  -0.5660
H  1.04  -2.23  -0.25  0.3774
H  2.07  -0.91  -0.78  0.4875
H  0.36  -0.81  -1.03  -0.5954
H  1.03  -1.14  1.80  0.3893
H  1.82  0.23  1.15  0.1531
H  -0.57  0.48  2.17  0.0745
H  -0.23  2.42  1.26  0.4371
H  -2.41  2.02  0.40  0.6039
H  -1.49  3.02  -0.68  0.3964
H  -3.23  -0.02  -0.54  0.3027
H  -3.82  1.32  -1.48  0.3484
H  -3.12  -0.06  -2.31  0.2003
H  0.53  3.78  -0.86  0.4506
H  3.18  3.11  -1.83  0.5945
H  1.77  3.70  -2.71  0.2785
H  1.66  1.71  -3.53  0.1481
H  2.63  3.09  2.67  0.3020
H  4.26  2.97  0.54  0.3451
O  -2.33  -1.84  -3.22  -0.6956
S  -0.97  -2.22  -3.48  1.2513
O  -0.31  -3.23  -2.69  -0.6943
C  -0.82  -2.63  -5.22  -0.8168
C  -0.48  -1.30  -5.89  -0.8083
C  0.55  -0.62  -4.98  -0.6892
C  0.04  -0.73  -3.54  -0.0054
H  -1.75  -3.07  -5.56  0.4301
H  0.00  -3.34  -5.31  0.3389
H  -0.10  -1.45  -6.90  0.4478
H  -1.38  -0.68  -5.96  0.3038
H  1.51  -1.13  -5.08  0.3131
H  0.71  0.42  -5.27  0.4006
H  0.85  -0.83  -2.82  0.1591
H  -0.59  0.11  -3.26  0.1904
O  -1.20  0.46  4.97  -0.6765
S  -0.33  -0.68  4.86  1.2197
O  1.01  -0.54  4.34  -0.6518
C  -0.27  -1.53  6.43  -0.7806
C  -1.43  -2.53  6.37  -0.5662
C  -1.37  -3.14  4.96  -0.8298
C  -1.19  -1.99  3.96  -0.3217
H  -0.37  -0.80  7.23  0.4134
H  0.69  -2.03  6.50  0.3384
H  -1.34  -3.28  7.14  0.3649
H  -2.38  -2.01  6.50  0.2832
H  -0.52  -3.82  4.89  0.3155
H  -2.26  -3.72  4.73  0.3583
H  -0.60  -2.27  3.10  0.2041
H  -2.14  -1.58  3.64  0.3928

Values from the calculation:
charge	0
orbital gap	0.358	hartree
SMILES	CC[C@H](F)[C@H](COC)O[C@H](CNF)P(=O)(O)O.O=S1(=O)CCCC1.O=S1(=O)CCCC1
total energy	-2699.3726	Ha
HOMO energy	-0.3422	Ha

***

Record 4
The following is a quantum chemistry calculation of a cluster of 6 separate species, C16H34N2O4S4 in total, from OMol25.

Each line ends with the Mulliken charge.
Element x y z (Å)
C  2.07  -1.51  -0.53  -0.3466
S  2.52  -1.04  1.18  0.3129
O  2.03  0.36  1.42  -0.4475
C  1.22  -2.09  1.97  -0.9890
H  1.00  -1.43  -0.73  -0.1272
H  2.55  -2.48  -0.59  0.4303
H  2.53  -0.72  -1.12  0.1425
H  0.27  -1.89  1.48  0.1624
H  1.22  -1.91  3.05  0.4122
H  1.41  -3.17  1.96  0.4934
C  -1.32  -3.98  4.04  -0.8835
S  -2.67  -4.76  3.11  0.4342
O  -2.30  -4.57  1.66  -0.6189
C  -3.91  -3.46  3.42  -0.9017
H  -0.48  -4.50  3.56  0.2993
H  -1.34  -4.26  5.08  0.4290
H  -1.18  -2.96  3.71  0.2488
H  -4.91  -3.88  3.26  0.3307
H  -3.76  -2.64  2.73  0.2902
H  -3.86  -3.14  4.46  0.3686
C  -0.58  3.58  1.37  -0.8407
S  1.21  3.82  1.51  0.6476
O  1.47  5.29  1.77  -0.6946
C  1.70  2.91  3.03  -0.9149
H  -0.92  4.20  0.54  0.2601
H  -1.04  4.00  2.27  0.4158
H  -0.84  2.53  1.28  0.1928
H  2.72  2.55  2.91  0.2957
H  1.15  1.97  3.13  0.2308
H  1.75  3.53  3.92  0.4122
C  3.51  2.19  -2.69  -0.6884
S  4.63  3.50  -2.06  0.5050
O  4.88  3.09  -0.65  -0.5924
C  6.08  3.03  -3.11  -0.9704
H  2.79  1.84  -1.96  -0.0092
H  4.21  1.42  -3.04  0.4077
H  3.01  2.57  -3.58  0.3575
H  5.70  3.02  -4.13  0.3383
H  6.36  2.03  -2.77  0.3082
H  6.90  3.74  -3.01  0.3388
N  -2.90  -2.95  -0.43  0.1995
C  -2.31  -2.16  -1.36  -0.2687
C  -2.84  -2.46  -2.60  -0.8265
C  -3.87  -3.41  -2.33  -0.4650
C  -3.89  -3.71  -1.01  -0.4166
H  -2.70  -2.97  0.55  0.1745
H  -1.45  -1.56  -1.10  0.4085
H  -2.51  -2.13  -3.57  0.4311
H  -4.55  -3.84  -3.05  0.3888
H  -4.57  -4.31  -0.43  0.3469
N  -1.90  1.56  -1.52  0.2049
C  -2.58  2.39  -2.35  -0.5876
C  -1.64  3.08  -3.08  -0.7962
C  -0.37  2.63  -2.70  -0.0736
C  -0.55  1.67  -1.72  -0.8072
H  -2.34  1.02  -0.79  0.2496
H  -3.66  2.40  -2.35  0.4415
H  -1.84  3.84  -3.82  0.4035
H  0.58  2.99  -3.07  0.3817
H  0.10  1.10  -1.08  0.5704

Values from the calculation:
energy above the lowest of the compared OMol25 structures with the same formula, charge and spin	0.456	eV
charge	0
orbital gap	0.295	hartree
total energy	-2633.0768	Ha
HOMO energy	-0.2913	Ha

***

Record 5
The following is a quantum chemistry calculation of the ion C16H34N3O with charge +1, from OMol25.

Each line ends with the Mulliken charge.
Element x y z (Å)
C  -0.94  -5.11  1.81  -1.2215
C  -0.84  -3.66  1.28  -0.3613
C  -0.08  -3.50  -0.06  -0.2170
C  -0.97  -3.13  -1.28  -1.0472
C  -0.73  -1.73  -1.89  0.2327
C  0.40  -1.68  -2.93  -0.9742
C  1.84  -1.55  -2.41  -0.5967
C  2.37  -0.12  -2.37  -1.2382
C  1.53  0.88  -1.57  0.5499
C  2.09  2.32  -1.70  -1.0735
C  2.24  3.12  -0.40  -0.7848
C  1.06  4.05  -0.03  -0.8304
C  0.33  3.74  1.30  -0.8376
C  -0.94  2.94  1.13  -0.0367
N  -1.74  3.00  2.42  -0.4691
C  -2.45  1.80  2.58  0.5157
N  -3.76  1.85  2.53  -0.3167
N  -1.73  0.65  2.70  -0.2281
C  -0.47  0.76  1.87  -0.1853
O  -0.73  1.57  0.78  -0.3452
H  -1.92  -5.55  1.61  0.2879
H  -0.19  -5.75  1.33  0.3476
H  -0.78  -5.15  2.89  0.3290
H  -1.85  -3.27  1.15  0.2565
H  -0.34  -3.05  2.04  0.2206
H  0.44  -4.44  -0.28  0.3507
H  0.69  -2.72  0.06  0.1031
H  -0.84  -3.87  -2.07  0.3127
H  -2.02  -3.20  -0.97  0.4848
H  -0.56  -1.00  -1.09  -0.4111
H  -1.66  -1.42  -2.40  0.4053
H  0.22  -0.83  -3.61  0.4056
H  0.31  -2.58  -3.55  0.5381
H  1.95  -2.03  -1.43  0.2898
H  2.49  -2.11  -3.09  0.2733
H  2.47  0.24  -3.40  0.4029
H  3.38  -0.14  -1.93  0.4208
H  1.51  0.58  -0.52  -0.1008
H  0.49  0.85  -1.92  0.2040
H  3.08  2.26  -2.17  0.4951
H  1.45  2.89  -2.38  0.2947
H  2.47  2.44  0.44  0.4642
H  3.13  3.75  -0.51  0.4069
H  0.33  4.04  -0.85  0.4695
H  1.42  5.08  0.05  0.4168
H  1.03  3.20  1.96  0.2806
H  0.06  4.67  1.80  0.4636
H  -1.55  3.36  0.33  0.4308
H  -1.06  3.06  3.18  0.3656
H  -4.20  2.75  2.52  0.2795
H  -4.33  1.02  2.53  0.2333
H  -2.24  -0.21  2.52  0.3291
H  0.33  1.15  2.51  0.2288
H  -0.20  -0.24  1.52  0.1856

Values from the calculation:
charge	+1
orbital gap	0.341	hartree
SMILES	CCCCCCCCCCCCC[C@@H]1NC(N)=[NH+]CO1
total energy	-869.3053	Ha
HOMO energy	-0.4719	Ha

***

Record 6
The following is a quantum chemistry calculation of a structure of composition C16H35AlF5N3O2PSSi2Te, from OMol25.

Each line ends with the Mulliken charge.
Element x y z (Å)
Al  -0.95  -1.00  0.24  0.2105
F  5.14  -0.77  2.87  -0.2449
C  3.85  -1.02  2.74  0.7550
C  3.33  -1.28  1.47  -0.1558
F  4.10  -1.25  0.40  -0.3128
C  1.98  -1.54  1.36  0.1571
F  1.45  -1.77  0.11  -0.4058
C  1.12  -1.56  2.45  0.6698
S  -0.62  -1.88  2.27  -0.4904
C  1.66  -1.30  3.70  0.1393
F  0.88  -1.30  4.77  -0.3175
C  3.02  -1.04  3.85  0.2095
F  3.51  -0.80  5.04  -0.2372
C  3.62  1.92  -1.87  -0.9745
Si  2.05  2.60  -2.63  0.0661
C  2.11  2.68  -4.48  -0.9952
C  1.56  4.23  -1.85  -0.9209
C  0.67  1.32  -2.21  -0.9040
Te  0.32  1.28  -0.10  0.0649
C  -1.24  2.72  0.04  -0.7373
Si  -1.62  3.29  1.83  -0.0058
C  -2.40  1.82  2.72  -0.6948
C  -0.01  3.75  2.63  -0.9869
C  -2.81  4.71  1.68  -1.0339
H  4.44  2.62  -2.04  0.4183
H  3.90  0.97  -2.32  0.3283
H  3.54  1.78  -0.79  0.2886
H  2.89  3.38  -4.80  0.3494
H  1.17  3.03  -4.91  0.3388
H  2.35  1.71  -4.93  0.3359
H  2.32  4.97  -2.09  0.4280
H  1.51  4.19  -0.76  0.2211
H  0.62  4.61  -2.24  0.3523
H  0.99  0.31  -2.49  0.4392
H  -0.29  1.53  -2.68  0.5678
H  -2.11  2.35  -0.51  0.5857
H  -0.83  3.56  -0.53  0.2615
H  -1.73  0.96  2.77  0.0786
H  -3.36  1.55  2.27  0.2445
H  -2.62  2.09  3.75  0.4315
H  0.69  2.92  2.73  0.3398
H  -0.19  4.13  3.64  0.3922
H  0.50  4.55  2.08  0.3467
H  -3.72  4.43  1.16  0.3656
H  -2.35  5.55  1.15  0.3460
H  -3.09  5.07  2.67  0.3507
N  -2.91  -0.60  0.36  -0.2548
H  -3.28  -0.03  -0.40  0.3540
H  -3.11  -0.08  1.22  0.0583
H  -3.47  -1.45  0.39  0.3590
N  -0.54  -4.97  1.20  -0.0331
C  -0.12  -4.74  -0.22  -0.7168
P  -1.44  -3.75  -1.06  1.3187
O  -2.74  -4.14  -0.47  -0.9708
O  -1.03  -2.27  -1.03  -0.0016
C  -1.49  -4.23  -2.84  -0.9789
N  -2.75  -5.04  -3.06  -0.2301
H  0.09  -5.63  1.67  0.4356
H  -1.50  -5.34  1.24  0.4212
H  -0.53  -4.06  1.73  -0.0656
H  -0.03  -5.72  -0.70  0.5175
H  0.85  -4.25  -0.23  0.2678
H  -0.63  -4.80  -3.17  0.4370
H  -1.55  -3.33  -3.45  0.3389
H  -3.33  -4.96  -2.20  0.3505
H  -2.56  -6.03  -3.24  0.3636
H  -3.29  -4.69  -3.86  0.3649

Values from the calculation:
energy above the lowest of the compared OMol25 structures with the same formula, charge and spin	0.000	eV
charge	+3
orbital gap	0.313	hartree
total energy	-3273.0517	Ha
HOMO energy	-0.6155	Ha